Entry 1:
The following is a quantum chemistry calculation of a gas-phase ion, FH3O3P (charge +1), from the OMol25 dataset.

XYZ file:
```
8
Properties=species:S:1:pos:R:3:forces:R:3:nbo_charge:R:1
O 0.791 0.194 1.246 0.0 0.3 -1.2 -0.979
O 0.182 -1.298 -0.824 2.1 3.5 1.4 -0.974
O 0.027 1.194 -1.030 1.6 -1.3 -0.1 -0.929
F -1.683 0.206 0.336 4.6 -1.4 -0.4 -0.533
P 0.004 0.002 -0.055 -6.3 0.4 1.0 2.655
H 0.967 -0.295 2.073 -0.3 -0.2 -0.5 0.604
H -0.237 -2.079 -1.078 -1.6 -2.0 -0.5 0.593
H -0.052 2.077 -0.669 -0.1 0.8 0.3 0.564
```
Positions in Å, forces in eV/Å.

* lowest unoccupied orbital energy: -4.647 eV
* net charge: +1
* gap between HOMO and LUMO: 14.20 eV
* HOMO energy: -18.9 eV
* electronic energy: -18192.10064 eV
* max |F|: 6.4 eV Å⁻¹
* ΔE to the lowest compared entry with this formula, charge and spin: 29.2 kcal per mole

=====

Entry 2:
The following is a quantum chemistry calculation of C4H7N2P in the gas phase, from the OMol25 dataset.

XYZ file:
```
14
Properties=species:S:1:pos:R:3:forces:R:3:nbo_charge:R:1
C -1.003 -1.168 -1.210 -1.9 -0.6 0.3 -0.586
C 0.107 -1.279 -0.204 -0.5 -0.9 -0.5 -0.452
C 0.341 0.023 0.505 -1.0 -1.0 0.9 -0.422
C 1.009 1.074 -0.100 0.8 0.6 1.1 -0.081
N 1.058 2.175 0.678 0.9 1.3 -2.0 -0.226
N 0.383 2.052 1.788 -0.9 -2.4 -0.3 -0.592
P -0.353 0.536 2.031 0.5 -0.4 -0.9 0.681
H -1.770 -0.562 -0.745 -0.6 -0.1 0.0 0.205
H -1.478 -2.113 -1.588 0.7 0.6 0.7 0.208
H -0.735 -0.638 -2.061 0.7 1.1 -1.7 0.197
H 0.923 -1.705 -0.743 1.4 0.4 -0.3 0.212
H -0.194 -2.155 0.333 -0.1 0.0 1.6 0.221
H 1.576 0.943 -1.070 -0.7 0.8 1.4 0.221
H 0.135 2.816 2.385 0.6 0.7 -0.2 0.412
```
Positions in Å, forces in eV/Å.

* lowest unoccupied orbital energy: 0.753 eV
* gap between HOMO and LUMO: 9.55 eV
* SMILES: CCc1cn[nH]p1
* HOMO energy: -8.8 eV
* electronic energy: -16529.36799 eV
* max |F|: 2.6 eV Å⁻¹
* ΔE to the lowest compared entry with this formula, charge and spin: 10.2 kcal per mole